Run w
{
  "formula": "C3H5BrS",
  "method": "wB97M-V/def2-TZVPD",
  "elements": ["C", "C", "S", "C", "Br", "H", "H", "H", "H", "H"],
  "positions_angstrom": [[1.282, 0.494, -0.333], [-0.114, 0.037, 0.128], [0.449, -2.061, 0.602], [-1.293, 0.758, -0.094], [-3.123, 0.055, 0.124], [1.129, 1.280, -0.940], [1.676, -0.289, -0.815], [1.842, 0.656, 0.589], [-0.713, -2.561, 1.292], [-1.135, 1.631, -0.553]],
  "mulliken_charge": [-1.34, 0.38, -0.27, -0.41, -0.16, 0.42, 0.44, 0.34, 0.16, 0.44],
  "e_homo_ev": -9.19,
  "homo_lumo_gap_ev": 9.08,
  "total_charge": 0,
  "multiplicity": 1,
  "smiles": "C/C(S)=C/Br",
  "e_lumo_ev": -0.11
}

***

Run x
{
  "formula": "C3H5BrS",
  "method": "wB97M-V/def2-TZVPD",
  "elements": ["C", "C", "S", "C", "Br", "H", "H", "H", "H", "H"],
  "positions_angstrom": [[-1.311, 0.838, -1.007], [-0.113, 0.362, -1.302], [1.279, -0.283, -0.400], [1.036, -0.608, 1.397], [-0.110, -2.147, 1.773], [-1.677, 0.896, 0.010], [-1.962, 1.194, -1.783], [0.216, 0.332, -2.334], [0.608, 0.257, 1.897], [2.034, -0.840, 1.749]],
  "mulliken_charge": [-0.53, -0.11, 0.00, -0.58, -0.10, 0.23, 0.24, 0.19, 0.34, 0.32],
  "e_homo_ev": -8.76,
  "homo_lumo_gap_ev": 9.41,
  "total_charge": 0,
  "multiplicity": 1,
  "smiles": "C=CSCBr",
  "e_lumo_ev": 0.66
}

***

Run y
{
  "formula": "C3H5BrS",
  "method": "wB97M-V/def2-TZVPD",
  "elements": ["C", "C", "S", "C", "Br", "H", "H", "H", "H", "H"],
  "positions_angstrom": [[-0.526, -0.283, 0.074], [0.458, 0.839, -0.251], [1.372, 0.459, -2.191], [0.666, 1.850, 0.672], [1.681, 3.494, 0.383], [-0.239, -0.812, 0.962], [-0.364, -0.994, -0.760], [-1.629, 0.030, -0.128], [0.262, 0.148, -2.684], [0.224, 1.957, 1.674]],
  "mulliken_charge": [-0.94, 0.29, -0.17, -0.40, -0.15, 0.34, 0.30, 0.28, 0.11, 0.35],
  "e_homo_ev": -9.21,
  "homo_lumo_gap_ev": 9.16,
  "total_charge": 0,
  "multiplicity": 1,
  "smiles": "C/C(S)=C/Br",
  "e_lumo_ev": -0.06
}

***

Ranking the structures above by energy, run x is first and the second is 139.6 kJ/mol behind.